[1]
{
  "formula": "C28H22AsF5N6O4PS4TeW",
  "method": "ωB97M-V with the def2-TZVPD basis set",
  "species": ["W", "C", "C", "N", "C", "C", "N", "C", "C", "C", "C", "C", "N", "C", "C", "N", "C", "C", "N", "C", "C", "C", "N", "C", "C", "H", "H", "H", "H", "H", "H", "H", "H", "H", "H", "H", "H", "S", "As", "S", "S", "S", "C", "C", "O", "P", "O", "Te", "O", "C", "C", "H", "H", "H", "H", "H", "H", "H", "H", "H", "H", "F", "C", "C", "F", "C", "F", "C", "O", "C", "F", "C", "F"],
  "coordinates": [[-0.62, -1.28, 0.38], [2.33, -1.33, 3.79], [1.14, -1.28, 3.08], [1.12, -1.04, 1.77], [2.31, -0.71, 1.22], [3.48, -0.79, 1.94], [3.51, -1.12, 3.22], [2.17, -0.10, -0.09], [3.16, 0.47, -0.84], [2.82, 1.22, -1.98], [1.48, 1.42, -2.25], [0.51, 0.82, -1.45], [0.85, 0.00, -0.42], [-0.91, 1.07, -1.52], [-1.53, 2.01, -2.36], [-2.81, 2.29, -2.28], [-3.51, 1.64, -1.34], [-2.95, 0.70, -0.52], [-1.64, 0.39, -0.61], [3.86, 1.83, -2.83], [3.69, 1.97, -4.21], [4.69, 2.55, -4.96], [5.84, 2.99, -4.46], [6.01, 2.85, -3.15], [5.07, 2.29, -2.30], [2.30, -1.55, 4.85], [0.20, -1.45, 3.58], [4.43, -0.55, 1.47], [4.19, 0.34, -0.56], [1.17, 2.07, -3.06], [-0.94, 2.54, -3.09], [-4.57, 1.87, -1.26], [-3.52, 0.16, 0.22], [2.79, 1.60, -4.69], [4.56, 2.66, -6.04], [6.95, 3.22, -2.74], [5.26, 2.24, -1.24], [-3.20, -3.42, 1.70], [-1.02, -3.24, 2.07], [-2.82, -2.43, -0.10], [0.27, -3.70, 0.42], [-0.60, -3.95, 4.00], [-2.42, -0.77, 5.61], [-2.83, 0.20, 4.53], [-1.67, 0.98, 4.14], [-1.34, 1.18, 2.60], [-1.45, -0.22, 1.98], [0.62, 2.45, 2.40], [-2.64, 1.91, 2.00], [-2.85, 3.32, 1.99], [-3.72, 3.74, 3.16], [-3.31, -1.30, 5.97], [-1.97, -0.24, 6.45], [-1.72, -1.51, 5.23], [-3.58, 0.91, 4.88], [-3.23, -0.33, 3.66], [-3.32, 3.55, 1.04], [-1.88, 3.83, 2.03], [-4.67, 3.19, 3.14], [-3.94, 4.81, 3.10], [-3.21, 3.54, 4.10], [-0.49, -5.79, -5.22], [-0.52, -4.78, -4.34], [0.62, -4.45, -3.62], [1.75, -5.14, -3.81], [0.59, -3.40, -2.72], [1.71, -3.07, -2.07], [-0.58, -2.66, -2.48], [-0.57, -1.64, -1.66], [-1.69, -2.99, -3.25], [-2.80, -2.24, -3.17], [-1.67, -4.03, -4.16], [-2.76, -4.32, -4.88]],
  "lowdin_charge": [1.210, -0.097, -0.203, -0.085, -0.226, -0.063, 0.098, -0.222, 0.057, -0.149, 0.059, -0.206, -0.034, -0.185, -0.063, 0.086, -0.116, -0.147, -0.041, -0.171, -0.019, -0.151, 0.046, -0.151, -0.018, 0.115, 0.018, 0.115, 0.115, 0.115, 0.112, 0.108, 0.074, 0.112, 0.102, 0.102, 0.110, 0.011, -0.122, 0.097, 0.198, -0.029, -0.071, -0.267, -0.307, 0.102, -0.567, 0.457, -0.306, -0.308, -0.074, 0.081, 0.078, 0.024, 0.111, 0.104, 0.111, 0.033, 0.078, 0.075, 0.074, 0.102, -0.148, -0.144, 0.109, -0.198, 0.059, -0.322, -0.326, -0.163, 0.077, -0.142, 0.108],
  "lumo_energy_ev": [1.3, 1.1],
  "e_tot_ha": -6714.31088,
  "total_charge": -1
}

=====

[2]
{
  "formula": "C7H7N3OS2",
  "method": "ωB97M-V with the def2-TZVPD basis set",
  "species": ["C", "C", "C", "C", "C", "C", "C", "H", "H", "H", "H", "H", "H", "H", "N", "N", "N", "O", "S", "S"],
  "coordinates": [[-0.50, 1.77, 2.59], [-0.43, 0.21, 0.67], [-0.65, -1.20, -1.36], [0.24, -1.69, -2.43], [0.43, -2.95, -2.75], [1.01, -2.82, -4.09], [1.24, -1.56, -4.30], [-2.33, 1.35, 2.65], [0.95, -0.19, -0.58], [-1.43, -1.86, -0.99], [-1.05, -0.26, -1.88], [0.15, -3.85, -2.06], [1.50, -3.87, -4.48], [1.58, -1.13, -5.25], [-1.61, 1.42, 1.98], [-1.67, 0.38, 0.99], [0.20, -0.78, -0.25], [0.73, -0.73, -3.40], [-0.33, 2.54, 4.08], [0.85, 1.09, 1.59]],
  "lowdin_charge": [-1.137, -0.572, -0.157, -0.285, -0.028, -0.094, -0.213, 0.112, 0.079, 0.127, 0.154, 0.166, 0.165, 0.138, -0.100, 0.094, -0.015, 0.056, 0.524, 0.987],
  "lumo_energy_ev": 0.3,
  "e_tot_ha": -1306.70758,
  "smiles": "S=c1[nH]nc(NCc2ccco2)s1",
  "total_charge": 0
}

=====

[3]
{
  "formula": "C24H68N4O12",
  "method": "ωB97M-V with the def2-TZVPD basis set",
  "species": ["C", "C", "O", "O", "H", "H", "H", "H", "H", "H", "C", "C", "O", "O", "H", "H", "H", "H", "H", "H", "C", "C", "O", "O", "H", "H", "H", "H", "H", "H", "C", "C", "O", "O", "H", "H", "H", "H", "H", "H", "C", "C", "C", "O", "C", "N", "H", "H", "H", "H", "H", "H", "H", "H", "H", "H", "H", "C", "C", "C", "O", "C", "N", "H", "H", "H", "H", "H", "H", "H", "H", "H", "H", "H", "C", "C", "C", "O", "C", "N", "H", "H", "H", "H", "H", "H", "H", "H", "H", "H", "H", "C", "C", "C", "O", "C", "N", "H", "H", "H", "H", "H", "H", "H", "H", "H", "H", "H"],
  "coordinates": [[-0.70, -1.88, 0.02], [-0.62, -0.61, -0.75], [0.49, -0.29, -1.54], [-1.93, -2.04, 0.66], [0.14, -2.09, 0.69], [-0.57, -2.73, -0.65], [-0.62, 0.12, 0.06], [-1.56, -0.55, -1.30], [0.38, -0.69, -2.41], [-1.99, -1.33, 1.30], [0.22, -2.32, -3.83], [1.66, -2.37, -3.15], [2.47, -3.41, -3.68], [-0.53, -1.23, -3.23], [-0.34, -3.22, -3.61], [0.23, -2.22, -4.91], [1.54, -2.49, -2.07], [2.22, -1.45, -3.27], [3.07, -3.81, -3.05], [-1.32, -1.09, -3.76], [2.45, 0.45, -0.01], [2.79, -0.68, -1.04], [3.74, -1.57, -0.46], [3.58, 1.19, 0.25], [1.98, 0.04, 0.88], [1.66, 1.10, -0.40], [3.08, -0.24, -2.00], [1.87, -1.25, -1.19], [3.44, -1.89, 0.39], [4.20, 0.65, 0.75], [-2.62, 1.04, 3.52], [-1.94, 1.02, 2.14], [-2.16, -0.19, 1.41], [-4.03, 1.26, 3.48], [-2.23, 1.83, 4.16], [-2.37, 0.13, 4.06], [-0.89, 1.29, 2.20], [-2.30, 1.81, 1.49], [-2.98, -0.17, 0.92], [-4.49, 0.51, 3.11], [-1.07, 4.37, -5.81], [-0.14, 3.14, -5.99], [-0.46, 1.97, -4.94], [0.12, 2.44, -3.74], [0.80, 1.47, -2.91], [-0.34, 2.66, -7.32], [-0.79, 5.12, -6.55], [-1.01, 4.67, -4.76], [-2.14, 4.23, -5.96], [0.89, 3.48, -5.88], [-0.12, 0.97, -5.22], [-1.51, 1.81, -4.72], [0.11, 0.68, -2.62], [1.27, 1.93, -2.04], [1.58, 1.01, -3.53], [0.26, 1.85, -7.45], [0.04, 3.33, -7.96], [1.34, -4.81, 4.52], [0.09, -5.59, 4.13], [-0.62, -5.28, 2.79], [-1.22, -4.01, 2.90], [-1.50, -3.42, 1.63], [0.38, -6.99, 4.31], [1.13, -3.78, 4.81], [2.04, -4.72, 3.69], [1.86, -5.36, 5.30], [-0.59, -5.34, 4.95], [-1.35, -6.03, 2.46], [0.19, -5.48, 2.09], [-2.40, -3.76, 1.12], [-0.61, -3.58, 1.03], [-1.53, -2.35, 1.84], [-0.54, -7.40, 4.20], [0.89, -7.37, 3.53], [0.13, -1.51, 2.57], [1.04, -0.28, 2.94], [0.39, 0.57, 4.06], [1.10, 1.79, 4.43], [0.70, 2.39, 5.72], [2.39, -0.76, 3.23], [-0.05, -2.18, 3.41], [0.56, -1.91, 1.65], [-0.82, -1.03, 2.34], [1.22, 0.36, 2.08], [0.21, -0.18, 4.84], [-0.64, 0.86, 3.88], [1.01, 1.73, 6.53], [-0.38, 2.55, 5.78], [1.22, 3.31, 5.95], [2.91, 0.09, 3.36], [2.27, -1.11, 4.17], [0.06, 2.11, 0.06], [-0.56, 3.50, -0.13], [-0.38, 4.03, -1.57], [-0.85, 5.35, -1.75], [-1.24, 5.61, -3.11], [-1.91, 3.39, 0.31], [-0.12, 1.39, -0.73], [-0.35, 1.55, 0.91], [1.13, 2.23, 0.18], [-0.09, 4.21, 0.56], [-0.95, 3.38, -2.23], [0.65, 3.96, -1.92], [-1.80, 6.55, -3.11], [-1.86, 4.83, -3.55], [-0.31, 5.68, -3.67], [-2.35, 4.25, -0.01], [-2.37, 2.73, -0.29]],
  "lowdin_charge": [-0.231, -0.187, -0.278, -0.164, 0.065, 0.143, 0.086, 0.147, -0.046, -0.118, -0.093, -0.209, -0.039, -0.091, 0.123, 0.124, 0.102, 0.106, 0.095, 0.138, -0.271, -0.219, -0.054, -0.017, 0.082, 0.039, 0.125, 0.052, 0.080, 0.090, -0.203, -0.170, -0.041, -0.041, 0.123, 0.126, 0.090, 0.098, 0.165, 0.082, -0.068, -0.395, -0.157, -0.243, -0.047, 0.009, 0.083, -0.016, 0.086, 0.135, 0.106, 0.121, 0.053, 0.089, 0.111, 0.065, 0.071, -0.061, -0.454, -0.217, -0.163, -0.213, 0.022, 0.058, 0.071, 0.074, 0.132, 0.116, 0.117, 0.142, 0.102, 0.017, 0.066, 0.069, -0.005, -0.385, -0.190, -0.175, -0.064, 0.069, 0.106, 0.062, 0.070, 0.090, 0.129, 0.043, 0.080, 0.074, 0.082, 0.075, 0.072, -0.065, -0.363, -0.190, -0.168, -0.089, 0.033, 0.056, 0.043, 0.091, 0.147, 0.110, 0.129, 0.102, 0.073, 0.094, 0.085, 0.086],
  "lumo_energy_ev": -0.1,
  "e_tot_ha": -2076.25883,
  "total_charge": 0
}

=====

[4]
{
  "formula": "C24H25BFNO3",
  "method": "ωB97M-V with the def2-TZVPD basis set",
  "species": ["C", "C", "C", "C", "C", "C", "C", "C", "C", "B", "O", "N", "C", "C", "C", "O", "C", "C", "C", "C", "C", "F", "C", "C", "C", "C", "C", "C", "C", "O", "H", "H", "H", "H", "H", "H", "H", "H", "H", "H", "H", "H", "H", "H", "H", "H", "H", "H", "H", "H", "H", "H", "H", "H", "H"],
  "coordinates": [[-4.88, -1.08, 0.95], [-4.32, -0.47, 1.82], [-3.57, 0.21, 2.87], [-2.13, -0.27, 2.82], [-1.73, -1.23, 3.73], [-0.45, -1.74, 3.71], [0.44, -1.27, 2.77], [0.04, -0.31, 1.84], [-1.24, 0.23, 1.87], [-1.71, 1.40, 0.90], [-2.29, 1.09, -0.30], [-1.59, 2.80, 1.30], [-1.22, 3.02, 2.69], [-0.71, 3.61, 0.43], [1.09, 0.10, 0.85], [1.27, 1.25, 0.53], [1.97, -1.03, 0.37], [2.35, -1.97, 1.33], [3.16, -3.03, 1.02], [3.63, -3.18, -0.27], [3.25, -2.25, -1.21], [3.73, -2.41, -2.47], [2.42, -1.17, -0.94], [2.09, -0.24, -2.11], [1.33, -1.02, -3.21], [0.37, -0.20, -4.06], [1.07, 0.54, -5.21], [-0.53, 0.73, -3.25], [1.82, -1.80, 2.71], [2.46, -2.07, 3.70], [-5.49, -1.74, 0.40], [-4.03, -0.09, 3.81], [-3.65, 1.29, 2.69], [-2.44, -1.61, 4.46], [-0.15, -2.50, 4.42], [-2.12, 1.76, -0.97], [-0.16, 2.79, 2.88], [-1.34, 4.08, 2.92], [-1.85, 2.47, 3.39], [-1.08, 4.64, 0.44], [-0.70, 3.26, -0.59], [0.29, 3.64, 0.85], [3.46, -3.76, 1.76], [4.29, -3.99, -0.55], [1.55, 0.61, -1.72], [3.05, 0.12, -2.46], [0.87, -1.90, -2.77], [2.09, -1.41, -3.90], [-0.30, -0.92, -4.55], [0.63, 1.52, -5.36], [2.15, 0.59, -5.07], [0.92, -0.01, -6.14], [-0.82, 0.24, -2.33], [-1.38, 1.09, -3.82], [0.06, 1.61, -2.97]],
  "lowdin_charge": [0.127, -0.125, -0.135, -0.176, -0.001, 0.016, -0.089, -0.029, 0.023, -0.566, 0.171, -0.084, -0.081, -0.070, -0.233, 0.142, -0.006, -0.089, 0.003, 0.022, -0.216, 0.078, -0.073, -0.096, -0.160, -0.420, -0.062, -0.086, -0.296, 0.134, 0.027, 0.123, 0.116, 0.120, 0.125, 0.090, 0.096, 0.090, 0.077, 0.087, 0.076, 0.079, 0.128, 0.125, 0.088, 0.129, 0.123, 0.104, 0.125, 0.070, 0.074, 0.072, 0.071, 0.083, 0.078],
  "lumo_energy_ev": -0.6,
  "e_tot_ha": -1334.75207,
  "smiles": "C#CCc1ccc2c(c1B(O)N(C)C)C(=O)c1c(ccc(F)c1CCC(C)C)C2=O",
  "total_charge": 0
}